[1]
# C7H10BCaF4N

A structure of composition C7H10BCaF4N at a distorted geometry (ωB97M-V/def2-TZVPD, OMol25).

net charge = -2
frontier orbital gap (alpha / beta) = 3.93 / 3.94 eV

Positions of all 24 atoms, in Å:
H1 2.39278 0.40344 -1.96506
F1 -0.19212 1.12095 3.88262
Ca1 -0.00479 -0.08808 -0.08539
H2 0.71237 -1.58045 -2.73156
B1 -1.28114 0.77678 3.03942
H3 -2.29899 1.62658 -0.42628
C1 0.86123 -2.26846 -0.60033
N1 0.21787 1.76573 0.30913
H4 2.95361 0.04821 0.65812
H5 -1.18192 2.24929 -1.77843
F2 -2.16829 1.87139 2.85689
C2 2.02591 -0.40288 -1.33927
H6 -1.09076 -0.04883 -2.76559
C3 1.60515 -1.74662 0.50498
C4 1.12355 -1.44112 -1.73923
H7 1.59947 -2.13048 1.51802
F3 -0.75163 0.42197 1.77090
F4 -1.96513 -0.37445 3.51443
H8 0.20375 -3.13361 -0.57857
H9 0.38348 2.65881 0.40712
C5 2.32313 -0.58917 0.04951
H10 -2.21756 -0.67389 -1.40361
C6 -1.64451 1.38963 -1.28049
C7 -1.60547 0.14526 -1.81734

Here are the Löwdin charges for atoms 1 to 8, given in e: 0.07, 0.07, 1.03, 0.07, -1.19, 0.05, -0.27, -0.30


[2]
# C7H10BrClS

A structure of composition C7H10BrClS at a distorted geometry (ωB97M-V/def2-TZVPD, OMol25).

frontier orbital gap = 8.04 eV

Positions of all 20 atoms, in Å:
S1 -2.79533 1.81829 0.27162
H1 -1.01307 3.13232 -0.36982
H2 2.07209 -0.81305 -0.39614
Cl1 2.71654 2.75802 -0.81373
C1 -0.12238 1.35467 0.28861
C2 0.17960 0.22210 0.05729
C3 -2.44815 0.19161 0.18194
H3 1.21021 -1.34144 2.03826
H4 -0.81695 2.94489 1.39862
H5 0.63701 -2.86041 -1.47197
Br1 -4.00563 -0.81903 -0.25460
C4 0.99526 -1.84711 1.09864
H6 -0.84524 -1.79509 -0.84903
C5 0.22617 -1.74755 -1.31125
H7 -0.09231 -2.26174 1.23543
H8 1.66545 -2.71180 1.04430
C6 -1.06961 2.40276 0.44343
C7 0.94324 -0.97423 -0.15549
H9 0.25163 -1.30058 -2.30526
H10 2.31146 3.64736 -0.13086

Here are the Löwdin charges for atoms 1 to 8, given in e: 0.84, 0.07, 0.16, 0.39, -0.19, -0.09, -0.91, 0.07


[3]
# C7H10BrFN2

A cluster of 2 separate species, C7H10BrFN2 in total at a distorted geometry (ωB97M-V/def2-TZVPD, OMol25).

frontier orbital gap = 9.18 eV

Positions of all 21 atoms, in Å:
H1 1.90574 -2.29042 -0.31968
H2 2.83101 1.20648 1.07464
H3 2.91309 -0.77875 -0.71287
C1 -0.69871 -0.25640 0.33699
N1 -2.76073 0.14731 -0.35323
H4 0.15110 0.93090 -1.74833
C2 1.98814 -1.16375 -0.44219
C3 -2.77750 -0.63372 0.68236
C4 -0.97201 1.15246 -1.78867
C5 -1.44938 0.40068 -0.62287
Br1 -4.23303 -1.55411 1.69901
H5 -1.23946 2.24583 -1.64860
N2 -1.59326 -0.95453 1.13883
H6 1.30021 -0.92494 -1.22562
C6 1.79796 1.16009 0.76861
H7 -1.44706 -1.59279 1.99823
H8 -1.34632 0.88987 -2.73886
F1 1.38581 -0.86128 1.97054
C7 1.34739 -0.34884 0.70249
H9 1.81665 1.56741 -0.16868
H10 1.08038 1.65848 1.39791

Here are the Löwdin charges for atoms 1 to 8, given in e: 0.12, 0.08, 0.05, -0.02, 0.10, 0.08, -0.02, -0.78